No. 1
Density functional theory data (ωB97M-V/def2-TZVPD) for a gas-phase ion, C4H6N (charge +1).

Properties
Net charge: +1
E_HOMO: -15.33 eV
Orbital gap: 10.63 eV
ΔE to the lowest compared entry with this formula, charge and spin: 71.2 kcal per mole
E_LUMO: -4.7 eV
Largest force on an atom: 4.2 eV Å⁻¹

Last columns: bonded neighbours and bond lengths (Å).
Positions of all 11 atoms, in Å:
1 C -0.33900 1.36805 0.01307  C2 1.293, N5 1.386, H6 1.129
2 C 0.73117 0.64530 -0.05756  C1 1.293, C4 1.401, N5 1.726
3 C -1.91176 -0.68340 -0.00332  N5 1.278, H7 1.027, H8 1.047
4 C 1.71872 -0.34870 -0.04069  C2 1.401, H9 1.105, H10 1.054, H11 1.080
5 N -0.90825 0.10625 -0.04603  C1 1.386, C2 1.726, C3 1.278
6 H -0.70365 2.38811 0.33154  C1 1.129
7 H -1.76400 -1.66503 -0.26814  C3 1.027
8 H -2.88388 -0.37237 0.22804  C3 1.047
9 H 2.55358 0.33751 -0.26947  C4 1.105
10 H 1.58785 -1.03310 -0.83192  C4 1.054
11 H 1.91923 -0.74263 0.94448  C4 1.080


No. 2
Density functional theory data (ωB97M-V/def2-TZVPD) for 2 unconnected molecules or ions with the total composition C4H6N2.

Properties
Net charge: 0
E_HOMO: -9.08 eV
Orbital gap: 9.51 eV
ΔE to the lowest compared entry with this formula, charge and spin: 181.0 kcal per mole
E_LUMO: 0.4 eV
Largest force on an atom: 1.1 eV Å⁻¹

Last columns: bonded neighbours and bond lengths (Å).
Positions of all 12 atoms, in Å:
1 N 0.60205 0.98545 1.07318  C2 1.496, C4 1.511, H7 1.017, H8 1.024
2 C 0.37933 0.32259 -0.24966  N1 1.496, C3 1.413, C4 1.505, C5 1.447
3 C -0.74762 0.97284 -0.80151  C2 1.413, H9 1.106
4 C -0.40773 -0.13227 0.94924  N1 1.511, C2 1.505, H11 1.096
5 C 1.44541 -0.46090 -0.83555  C2 1.447, N6 1.156
6 N 2.29265 -1.05155 -1.35575  C5 1.156
7 H 1.43221 0.74306 1.60805  N1 1.017
8 H 0.33613 1.97374 1.03958  N1 1.024
9 H -1.12291 0.32120 -1.61251  C3 1.106
10 H -1.58170 -1.91316 -0.73791  H12 0.746
11 H -1.44188 0.22209 1.03222  C4 1.096
12 H -1.18593 -1.98308 -0.10938  H10 0.746


No. 3
Density functional theory data (ωB97M-V/def2-TZVPD) for 2 unconnected molecules or ions with the total composition C4H6N2.

Properties
Net charge: 0
E_HOMO: -9.21 eV
Orbital gap: 9.57 eV
ΔE to the lowest compared entry with this formula, charge and spin: 190.7 kcal per mole
E_LUMO: 0.4 eV
Largest force on an atom: 1.2 eV Å⁻¹

Last columns: bonded neighbours and bond lengths (Å).
Positions of all 12 atoms, in Å:
1 N 0.58378 0.97729 1.08407  C2 1.469, C4 1.671, H7 1.017, H8 1.024
2 C 0.34361 0.30893 -0.20170  N1 1.469, C3 1.425, C4 1.493, C5 1.445
3 C -0.79887 0.90665 -0.80747  C2 1.425, H9 1.108
4 C -0.49697 -0.28164 0.88218  N1 1.671, C2 1.493, H11 1.104
5 C 1.40984 -0.43936 -0.82664  C2 1.445, N6 1.156
6 N 2.23850 -1.01587 -1.38968  C5 1.156
7 H 1.41437 0.69447 1.59878  N1 1.017
8 H 0.44756 1.98999 1.01853  N1 1.024
9 H -1.03831 0.25188 -1.66806  C3 1.108
10 H -1.48323 -1.61899 -0.60622  H12 0.754
11 H -1.54402 0.06509 0.92647  C4 1.104
12 H -1.07628 -1.83845 -0.01026  H10 0.754


No. 4
Density functional theory data (ωB97M-V/def2-TZVPD) for a single C4H6N2 molecule.

Properties
Net charge: 0
E_HOMO: -10.22 eV
Orbital gap: 11.10 eV
ΔE to the lowest compared entry with this formula, charge and spin: 57.7 kcal per mole
E_LUMO: 0.9 eV
Largest force on an atom: 2.4 eV Å⁻¹

Last columns: bonded neighbours and bond lengths (Å).
Positions of all 12 atoms, in Å:
1 C -1.24673 0.19833 0.92692  N2 1.442, H7 1.097, H8 1.174, H9 1.103
2 N -0.06237 0.68407 0.26352  C1 1.442, C3 1.443, C4 1.432
3 C 0.03769 0.55779 -1.17082  N2 1.443, C4 1.505, H10 1.092, H11 1.092
4 C 0.68507 -0.42954 -0.23781  N2 1.432, C3 1.505, C5 1.456, H12 1.140
5 C 2.10050 -0.58381 0.06864  C4 1.456, N6 1.158
6 N 3.20582 -0.80344 0.33701  C5 1.158
7 H -1.04004 0.17809 2.00446  C1 1.097
8 H -1.36945 -0.90906 0.55794  C1 1.174
9 H -2.06950 0.90891 0.74170  C1 1.103
10 H 0.51969 1.41878 -1.63959  C3 1.092
11 H -0.77147 0.11699 -1.75735  C3 1.092
12 H 0.01078 -1.33711 -0.09464  C4 1.140


No. 5
Density functional theory data (ωB97M-V/def2-TZVPD) for a single C4H6N2 molecule.

Properties
Net charge: 0
E_HOMO: -7.92 eV
Orbital gap: 9.01 eV
ΔE to the lowest compared entry with this formula, charge and spin: 29.9 kcal per mole
E_LUMO: 1.1 eV
Largest force on an atom: 1.7 eV Å⁻¹

Last columns: bonded neighbours and bond lengths (Å).
Positions of all 12 atoms, in Å:
1 N -0.80479 -0.48514 1.86110  C2 1.408, H7 1.008, H8 1.012
2 C -0.35473 0.11987 0.67206  N1 1.408, C3 1.377, N6 1.529
3 C -0.86788 -0.24311 -0.55265  C2 1.377, C4 1.405, H9 1.085
4 C 0.07192 -0.04590 -1.57863  C3 1.405, C5 1.365, H10 1.075
5 C 1.19213 0.50379 -1.02535  C4 1.365, N6 1.364, H11 1.088
6 N 1.06187 0.58284 0.32980  C2 1.529, C5 1.364, H12 1.029
7 H -1.30636 -0.04280 2.61523  N1 1.008
8 H -0.92373 -1.48934 1.83100  N1 1.012
9 H -1.85845 -0.65496 -0.71790  C3 1.085
10 H -0.06624 -0.28315 -2.61749  C4 1.075
11 H 2.03729 0.90817 -1.57854  C5 1.088
12 H 1.81898 1.12974 0.76139  N6 1.029


No. 6
Density functional theory data (ωB97M-V/def2-TZVPD) for a single C4H6N2 molecule.

Properties
Net charge: 0
E_HOMO: -8.00 eV
Orbital gap: 8.51 eV
ΔE to the lowest compared entry with this formula, charge and spin: 109.3 kcal per mole
E_LUMO: 0.5 eV
Largest force on an atom: 7.6 eV Å⁻¹

Last columns: bonded neighbours and bond lengths (Å).
Positions of all 12 atoms, in Å:
1 C 1.07745 0.68988 0.31691  C2 1.565, C4 1.304, H7 1.063
2 C -0.47594 0.83402 0.18707  C1 1.565, N6 1.317, H8 1.026
3 C -0.79534 -1.34336 0.04203  N5 1.480, N6 1.384, H9 1.160, H10 1.114
4 C 1.35525 -0.55001 0.02599  C1 1.304, N5 1.367, H12 1.158
5 N 0.56383 -1.52426 -0.51542  C3 1.480, C4 1.367, H11 1.248
6 N -1.34962 -0.12748 0.40361  C2 1.317, C3 1.384
7 H 1.62721 1.53290 0.65950  C1 1.063
8 H -0.82387 1.75217 -0.11036  C2 1.026
9 H -0.74702 -2.09082 0.92771  C3 1.160
10 H -1.58380 -1.74008 -0.63794  C3 1.114
11 H 0.44797 -2.76498 -0.57638  N5 1.248
12 H 2.28022 -0.95344 0.59406  C4 1.158


No. 7
Density functional theory data (ωB97M-V/def2-TZVPD) for 2 unconnected molecules or ions with the total composition C4H6N2.

Properties
Net charge: 0
E_HOMO: -8.78 eV
Orbital gap: 9.04 eV
ΔE to the lowest compared entry with this formula, charge and spin: 116.0 kcal per mole
E_LUMO: 0.3 eV
Largest force on an atom: 1.0 eV Å⁻¹

Last columns: bonded neighbours and bond lengths (Å).
Positions of all 12 atoms, in Å:
1 C 1.44007 -0.71099 0.28417  C2 1.468, H7 1.096, H8 1.091, H9 1.094
2 C 0.24347 0.10002 0.02556  C1 1.468, N3 1.465, C4 1.285
3 N -0.29092 1.45387 0.19259  C2 1.465, C4 1.516, H11 1.027
4 C -0.85785 0.29713 -0.60689  C2 1.285, N3 1.516, C5 1.392
5 C -1.59199 -0.06781 -1.73220  C4 1.392, N6 1.160
6 N -2.07595 -0.43164 -2.72162  C5 1.160
7 H 2.05035 -0.67210 -0.62479  C1 1.096
8 H 2.03295 -0.35032 1.12637  C1 1.091
9 H 1.15648 -1.75447 0.45084  C1 1.094
10 H -0.87947 -0.01373 2.23422  H12 0.741
11 H 0.22926 2.11163 -0.40001  N3 1.027
12 H -1.45639 0.03842 1.77178  H10 0.741


No. 8
Density functional theory data (ωB97M-V/def2-TZVPD) for a single C4H6N2 molecule.

Properties
Net charge: 0
E_HOMO (spin up / spin down): -7.30 / -7.30 eV
Orbital gap (spin up / spin down): 7.86 / 7.86 eV
ΔE to the lowest compared entry with this formula, charge and spin: 83.2 kcal per mole
E_LUMO (spin up / spin down): 0.6 / 0.6 eV
Largest force on an atom: 1.4 eV Å⁻¹

Last columns: bonded neighbours and bond lengths (Å).
Positions of all 12 atoms, in Å:
1 N -0.40950 -3.10403 -0.42007  C2 1.158
2 C -0.34630 -1.95484 -0.54858  N1 1.158, C3 1.470
3 C -0.30964 -0.52581 -0.88984  C2 1.470, N4 1.491, H7 1.097, H8 1.093
4 N -0.03938 0.43894 0.21459  C3 1.491, C5 1.334, C6 1.330
5 C 0.33098 1.66172 -0.16778  N4 1.334, H9 1.082, H10 1.071
6 C 0.07769 0.06941 1.48683  N4 1.330, H11 1.077, H12 1.070
7 H 0.53976 -0.38725 -1.56949  C3 1.097
8 H -1.23400 -0.28104 -1.42001  C3 1.093
9 H 0.33214 2.48485 0.53486  C5 1.082
10 H 0.68717 1.78861 -1.16997  C5 1.071
11 H 0.87565 0.53284 2.04266  C6 1.077
12 H -0.50456 -0.72340 1.90680  C6 1.070


No. 9
Density functional theory data (ωB97M-V/def2-TZVPD) for a single C4H6N2 molecule.

Properties
Net charge: 0
E_HOMO: -7.98 eV
Orbital gap: 8.46 eV
ΔE to the lowest compared entry with this formula, charge and spin: 117.9 kcal per mole
E_LUMO: 0.5 eV
Largest force on an atom: 1.0 eV Å⁻¹

Last columns: bonded neighbours and bond lengths (Å).
Positions of all 12 atoms, in Å:
1 C -2.38836 -0.47156 0.22543  N6 1.451, H7 1.094, H8 1.085, H9 1.094
2 C -0.14459 -0.30432 -0.11168  C3 1.325, N6 1.213
3 C 0.68302 0.72950 -0.13719  C2 1.325, N4 1.414, H10 1.084
4 N 2.06920 0.48050 -0.01403  C3 1.414, C5 1.314, H11 1.019
5 C 2.47871 -0.76715 -0.05264  N4 1.314, H12 1.103
6 N -1.12297 -1.01013 -0.23808  C1 1.451, C2 1.213
7 H -2.26207 0.30634 0.98470  C1 1.094
8 H -3.09523 -1.23027 0.54409  C1 1.085
9 H -2.76735 0.00938 -0.68118  C1 1.094
10 H 0.31292 1.68656 -0.48758  C3 1.084
11 H 2.65634 1.31309 -0.02634  N4 1.019
12 H 3.58037 -0.74194 -0.00551  C5 1.103


No. 10
Density functional theory data (ωB97M-V/def2-TZVPD) for 2 unconnected molecules or ions with the total composition C4H6N2.

Properties
Net charge: 0
E_HOMO (spin up / spin down): -7.48 / -7.48 eV
Orbital gap (spin up / spin down): 6.05 / 6.05 eV
ΔE to the lowest compared entry with this formula, charge and spin: 129.2 kcal per mole
E_LUMO (spin up / spin down): -1.4 / -1.4 eV
Largest force on an atom: 1.3 eV Å⁻¹

Last columns: bonded neighbours and bond lengths (Å).
Positions of all 12 atoms, in Å:
1 N -1.73683 1.05930 -0.88473  C2 1.277, H7 1.027
2 C -0.63583 0.57420 -0.45810  N1 1.277, C3 1.473, C6 1.460
3 C 0.46815 1.36445 0.11441  C2 1.473, N4 1.289, H9 1.079
4 N 1.41317 0.50868 0.30256  C3 1.289, C5 1.443, H10 1.013
5 C 1.00621 -0.83063 -0.04990  N4 1.443, C6 1.328, H11 1.078
6 C -0.23963 -0.82990 -0.50904  C2 1.460, C5 1.328
7 H -1.79087 2.05513 -0.63905  N1 1.027
8 H -1.76163 -2.93820 0.72507  H12 0.768
9 H 0.57651 2.42928 0.25009  C3 1.079
10 H 2.29236 0.75352 0.74189  N4 1.013
11 H 1.71865 -1.61434 0.15221  C5 1.078
12 H -1.31026 -2.53152 0.25460  H8 0.768


No. 11
Density functional theory data (ωB97M-V/def2-TZVPD) for a single C4H6N2 molecule.

Properties
Net charge: 0
E_HOMO: -7.51 eV
Orbital gap: 8.62 eV
ΔE to the lowest compared entry with this formula, charge and spin: 41.1 kcal per mole
E_LUMO: 1.1 eV
Largest force on an atom: 2.5 eV Å⁻¹

Last columns: bonded neighbours and bond lengths (Å).
Positions of all 12 atoms, in Å:
1 N -2.01262 0.18796 -0.28579  C2 1.402, H7 1.010, H8 1.010
2 C -0.64247 0.02811 -0.03452  N1 1.402, C3 1.386, C6 1.413
3 C 0.28311 1.05243 0.08278  C2 1.386, N4 1.348, H9 1.078
4 N 1.49096 0.47439 0.23641  C3 1.348, C5 1.376, H10 1.005
5 C 1.41734 -0.89561 0.13422  N4 1.376, C6 1.398, H11 1.084
6 C 0.05856 -1.19846 0.00753  C2 1.413, C5 1.398, H12 1.088
7 H -2.37112 1.06666 0.06029  N1 1.010
8 H -2.56002 -0.58148 0.07273  N1 1.010
9 H 0.20352 2.11426 -0.08483  C3 1.078
10 H 2.36456 0.89950 0.49447  N4 1.005
11 H 2.18301 -0.97153 -0.62894  C5 1.084
12 H -0.41483 -2.17624 -0.05433  C6 1.088


No. 12
Density functional theory data (ωB97M-V/def2-TZVPD) for a single C4H6N2 molecule.

Properties
Net charge: 0
E_HOMO: -8.74 eV
Orbital gap: 9.58 eV
ΔE to the lowest compared entry with this formula, charge and spin: 18.6 kcal per mole
E_LUMO: 0.8 eV
Largest force on an atom: 3.3 eV Å⁻¹

Last columns: bonded neighbours and bond lengths (Å).
Positions of all 12 atoms, in Å:
1 C -0.24077 1.11499 1.29186  H5 1.129, H6 1.081, H7 1.170, N11 1.450
2 C -0.68751 -0.94464 -0.25787  C3 1.375, H8 1.094, N11 1.397
3 C -0.01860 -1.47231 -1.33726  C2 1.375, H9 1.093, N12 1.383
4 C 1.04754 0.22037 -0.62646  H10 1.118, N11 1.351, N12 1.324
5 H 0.35465 0.82108 2.20485  C1 1.129
6 H -0.07005 2.12838 0.95647  C1 1.081
7 H -1.37742 1.07031 1.56366  C1 1.170
8 H -1.65577 -1.13292 0.21601  C2 1.094
9 H -0.22153 -2.36271 -1.93867  C3 1.093
10 H 1.81839 1.02912 -0.65526  C4 1.118
11 N -0.04569 0.22072 0.16678  C1 1.450, C2 1.397, C4 1.351
12 N 1.09675 -0.69238 -1.58410  C3 1.383, C4 1.324